Run i
Molecular formula: H26O13
Method: DFT, wB97M-V/def2-TZVPD

LUMO energy in eV: 0.093
HOMO-LUMO gap in eV: 10.22

Cartesian coordinates (Å):
O  -1.316  0.469  -2.619
H  -1.416  -0.566  -2.595
H  -0.550  0.548  -2.084
O  -1.876  2.360  -0.692
H  -1.461  3.070  -1.111
H  -1.836  1.564  -1.274
O  2.294  0.432  3.340
H  2.278  -0.403  2.925
H  3.137  0.492  3.677
O  0.402  -0.348  -0.267
H  0.123  0.507  0.153
H  0.690  -0.928  0.473
O  -1.223  0.185  2.663
H  -1.776  0.955  2.800
H  -1.031  -0.260  3.401
O  -0.349  3.681  -1.413
H  -0.006  4.377  -2.004
H  0.152  2.966  -1.380
O  1.383  -2.341  -2.027
H  1.401  -1.760  -2.825
H  1.093  -1.755  -1.249
O  -2.214  -1.635  0.572
H  -2.565  -1.660  1.459
H  -2.182  -0.751  0.418
O  -0.142  -3.014  1.596
H  -0.991  -2.410  1.292
H  0.014  -3.454  0.744
O  -1.407  -2.423  -2.091
H  -1.798  -1.937  -1.349
H  -1.802  -2.130  -2.947
O  2.270  -1.695  1.260
H  1.490  -2.134  1.468
H  2.947  -2.157  1.687
O  1.836  2.036  -1.881
H  2.285  2.814  -2.067
H  2.289  1.605  -1.076
O  0.197  2.103  1.117
H  0.018  1.195  1.507
H  -0.357  2.401  0.395


Run ii
Molecular formula: H26O13
Method: DFT, wB97M-V/def2-TZVPD

LUMO energy in eV: -0.395
HOMO-LUMO gap in eV: 9.82

Cartesian coordinates (Å):
O  2.402  -1.889  -1.835
H  1.437  -1.847  -1.690
H  2.549  -2.782  -2.161
O  0.310  1.089  2.454
H  1.015  1.483  1.909
H  0.319  1.604  3.275
O  -1.274  3.010  0.086
H  -1.404  2.777  1.025
H  -2.156  3.006  -0.301
O  -2.696  -1.761  2.426
H  -3.126  -1.108  1.866
H  -1.799  -1.841  2.070
O  1.551  0.110  -3.152
H  2.074  -0.642  -2.837
H  1.446  0.687  -2.389
O  -0.148  -0.156  -0.102
H  0.499  0.549  -0.248
H  -0.426  -0.036  0.818
O  2.459  -1.508  1.051
H  2.208  -0.744  1.587
H  2.604  -1.158  0.157
O  -2.249  2.251  2.713
H  -2.833  1.680  2.201
H  -1.381  1.792  2.709
O  -2.479  -0.996  -1.826
H  -3.093  -0.512  -2.387
H  -2.106  -0.328  -1.232
O  0.008  2.293  -2.301
H  -0.152  3.133  -2.744
H  -0.289  2.431  -1.382
O  0.184  -2.929  1.338
H  0.517  -3.746  1.724
H  0.993  -2.415  1.111
O  -0.201  -2.939  -1.454
H  0.074  -2.935  -0.520
H  -0.868  -2.239  -1.515
O  1.814  2.005  0.128
H  2.586  1.713  -0.376
H  1.633  2.899  -0.193


Run iii
Molecular formula: H26O13
Method: DFT, wB97M-V/def2-TZVPD

LUMO energy in eV: -0.493
HOMO-LUMO gap in eV: 9.71

Cartesian coordinates (Å):
O  1.283  0.509  2.286
H  1.801  0.169  2.995
H  0.399  0.261  2.520
O  -1.936  0.645  -2.372
H  -1.286  0.075  -2.812
H  -1.493  0.942  -1.520
O  3.403  -2.269  -1.365
H  2.736  -1.578  -1.485
H  4.205  -1.880  -1.680
O  0.863  -3.239  -2.096
H  0.918  -2.900  -1.220
H  1.762  -3.486  -2.165
O  -2.013  -2.357  -1.897
H  -1.846  -3.207  -2.303
H  -1.259  -1.818  -2.124
O  -0.436  -0.111  -0.077
H  0.343  -0.080  -0.670
H  -0.405  0.599  0.570
O  -1.259  0.303  3.009
H  -0.975  0.747  3.835
H  -2.071  -0.121  3.232
O  1.039  2.876  -0.076
H  0.994  3.840  -0.277
H  1.087  2.480  -0.910
O  -1.782  2.721  -0.381
H  -0.932  2.969  -0.049
H  -2.344  3.496  -0.090
O  -0.568  3.388  2.555
H  -0.822  4.225  2.139
H  -1.249  2.698  2.381
O  1.800  -0.067  -1.476
H  1.980  0.398  -2.298
H  2.485  0.289  -0.941
O  -2.575  -1.610  1.198
H  -2.002  -1.016  0.739
H  -3.323  -1.864  0.637
O  1.043  -2.397  0.636
H  1.814  -2.104  1.041
H  0.621  -1.527  0.515


Run iv
Molecular formula: H26O13
Method: DFT, wB97M-V/def2-TZVPD

LUMO energy in eV: -0.246
HOMO-LUMO gap in eV: 10.12

Cartesian coordinates (Å):
O  -10.843  1.784  10.152
H  -10.892  2.751  10.091
H  -11.498  1.549  10.816
O  -9.205  5.610  5.229
H  -8.906  5.019  4.526
H  -10.175  5.510  5.215
O  -10.740  4.900  10.341
H  -10.372  4.955  9.448
H  -10.631  5.781  10.705
O  -12.974  2.947  8.148
H  -13.216  2.310  8.826
H  -11.995  2.889  8.092
O  -8.833  3.042  4.015
H  -9.544  3.263  3.402
H  -8.477  2.215  3.674
O  -9.048  6.092  8.024
H  -9.150  6.022  7.059
H  -8.972  7.036  8.198
O  -5.895  3.350  6.393
H  -6.764  3.119  6.744
H  -5.981  4.270  6.125
O  -7.746  4.028  9.410
H  -8.239  4.748  8.976
H  -8.265  3.243  9.226
O  -12.808  2.568  5.436
H  -13.689  2.489  5.059
H  -12.960  2.680  6.403
O  -10.288  3.285  7.581
H  -9.657  2.544  7.517
H  -10.272  3.687  6.704
O  -8.078  1.644  7.335
H  -8.131  1.160  6.502
H  -7.192  1.454  7.668
O  -8.237  0.597  10.307
H  -9.070  1.073  10.142
H  -7.629  0.911  9.639
O  -11.985  5.242  4.592
H  -12.009  4.282  4.741
H  -12.275  5.367  3.684


Name the least stable of them. run i.


Run i
Molecular formula: H26O13
Method: DFT, wB97M-V/def2-TZVPD

LUMO energy in eV: -0.517
HOMO-LUMO gap in eV: 10.22

Cartesian coordinates (Å):
O  1.000  2.032  -1.693
H  1.914  2.303  -1.836
H  1.002  1.275  -2.192
O  -2.446  0.396  2.444
H  -2.888  1.213  2.753
H  -2.637  0.364  1.501
O  -0.349  2.345  1.155
H  -0.408  2.298  2.117
H  -0.494  1.402  0.966
O  2.672  -2.051  2.266
H  2.529  -1.229  1.745
H  3.613  -2.064  2.271
O  -0.971  -2.518  -2.596
H  -0.037  -2.692  -2.744
H  -1.138  -2.317  -1.675
O  -0.363  -0.058  -0.177
H  0.619  0.034  -0.134
H  -0.695  0.509  -0.852
O  2.426  2.551  0.685
H  1.641  2.461  0.149
H  2.136  2.539  1.573
O  -2.507  3.549  -1.807
H  -3.170  3.488  -2.486
H  -2.053  2.726  -2.055
O  2.212  -0.158  0.546
H  2.505  0.690  0.804
H  2.972  -0.546  0.168
O  -0.322  -2.033  2.179
H  -0.383  -1.087  2.222
H  0.628  -2.093  2.401
O  -2.235  -2.313  0.034
H  -1.749  -1.575  0.409
H  -2.016  -2.967  0.650
O  1.104  -3.254  -0.361
H  1.375  -2.584  -1.026
H  1.371  -2.953  0.482
O  -1.691  0.980  -2.298
H  -2.308  0.499  -2.884
H  -0.858  0.837  -2.702


Run ii
Molecular formula: H26O13
Method: DFT, wB97M-V/def2-TZVPD

LUMO energy in eV: -0.472
HOMO-LUMO gap in eV: 9.20

Cartesian coordinates (Å):
H  -0.439  0.771  -0.114
H  0.561  -0.338  -0.395
H  2.855  0.413  -1.750
H  1.681  0.494  -2.712
H  0.733  -2.146  -0.373
H  1.875  -2.867  -1.071
H  -0.341  -2.934  3.030
H  -1.219  -3.980  2.363
H  1.336  0.153  -5.172
H  1.528  1.251  -4.139
H  -0.571  0.887  -2.987
H  -1.612  1.621  -3.817
H  -0.959  -3.287  0.760
H  -1.922  -4.459  0.665
H  -1.049  1.952  1.158
H  -2.231  2.444  1.977
H  3.976  -2.228  -2.600
H  4.904  -2.466  -3.780
H  -3.436  3.264  0.534
H  -4.183  2.296  1.437
H  0.119  3.024  3.393
H  -0.294  3.405  1.981
H  1.397  0.739  3.261
H  0.657  1.281  2.049
H  -1.861  -0.095  4.255
H  -2.175  -0.933  3.027
O  0.266  0.520  -0.721
O  2.155  1.005  -2.047
O  0.913  -2.809  -1.050
O  -1.128  -3.028  2.481
O  1.896  0.908  -4.961
O  -1.382  1.403  -2.907
O  -1.253  -3.983  0.161
O  -1.810  2.542  1.115
O  4.909  -2.313  -2.828
O  -3.696  3.127  1.452
O  0.459  3.091  2.494
O  1.515  1.301  2.487
O  -2.173  -0.024  3.346


Run iii
Molecular formula: H26O13
Method: DFT, wB97M-V/def2-TZVPD

LUMO energy in eV: 0.226
HOMO-LUMO gap in eV: 11.11

Cartesian coordinates (Å):
O  -3.336  2.145  -1.538
H  -2.952  2.421  -2.366
H  -3.337  1.148  -1.566
O  -2.530  2.146  1.188
H  -3.129  2.432  1.878
H  -2.818  2.524  0.309
O  0.338  0.983  -1.975
H  0.093  0.238  -2.540
H  0.217  0.611  -1.071
O  -2.732  -2.530  0.771
H  -2.506  -3.165  0.030
H  -1.829  -2.256  1.010
O  -0.435  0.300  0.337
H  -1.202  0.629  0.788
H  0.124  -0.151  0.995
O  2.903  1.944  -1.270
H  3.622  1.773  -1.885
H  2.019  1.720  -1.658
O  2.334  -1.890  -1.285
H  2.794  -2.091  -0.455
H  2.414  -0.939  -1.400
O  2.353  1.119  1.497
H  1.769  1.870  1.633
H  2.827  1.364  0.674
O  -2.272  -0.409  -1.694
H  -2.395  -1.011  -0.926
H  -1.627  0.225  -1.362
O  0.549  -2.371  1.521
H  1.219  -2.921  1.980
H  0.517  -2.670  0.614
O  -0.249  -2.768  -1.205
H  -0.550  -2.047  -1.712
H  0.753  -2.670  -1.352
O  -0.339  2.278  2.591
H  -1.009  2.138  1.884
H  -0.527  3.093  3.039
O  3.107  -1.347  1.195
H  2.664  -0.473  1.164
H  3.160  -1.393  2.159


Run iv
Molecular formula: H26O13
Method: DFT, wB97M-V/def2-TZVPD

LUMO energy in eV: -0.654
HOMO-LUMO gap in eV: 9.56

Cartesian coordinates (Å):
O  -3.917  1.270  0.792
H  -4.458  0.756  0.184
H  -3.036  0.914  0.655
O  1.596  -3.115  -1.649
H  1.215  -2.496  -2.300
H  1.886  -2.359  -1.110
O  -1.662  1.883  2.112
H  -0.907  2.459  2.270
H  -2.382  2.365  2.532
O  2.707  0.713  -3.064
H  1.982  0.465  -3.654
H  3.394  0.051  -3.168
O  2.056  2.613  2.007
H  1.172  2.337  2.253
H  1.854  2.645  1.067
O  0.405  -0.792  -3.364
H  -0.505  -0.719  -3.042
H  0.257  -1.420  -4.080
O  0.039  3.026  -0.029
H  0.771  3.352  -0.608
H  -0.252  2.395  -0.701
O  -1.386  -1.292  1.810
H  -1.388  -1.966  1.146
H  -1.721  -1.442  2.684
O  -1.108  -3.641  -1.246
H  -0.585  -3.076  -0.663
H  -0.354  -3.976  -1.747
O  0.640  -0.160  4.222
H  0.899  0.740  3.983
H  1.433  -0.570  3.848
O  -3.485  -2.781  -0.051
H  -2.835  -3.064  -0.721
H  -2.914  -2.788  0.725
O  1.339  0.268  1.426
H  1.744  -0.550  1.175
H  0.505  0.305  1.861
O  2.135  2.841  -1.640
H  1.900  2.406  -2.468
H  2.968  2.400  -1.447


Name the least stable of them. run ii.


Run i
Molecular formula: H26O13
Method: DFT, wB97M-V/def2-TZVPD

LUMO energy in eV: -0.133
HOMO-LUMO gap in eV: 8.15

Cartesian coordinates (Å):
H  0.848  -0.428  -1.206
H  -0.147  -0.030  -0.082
H  5.808  0.256  0.141
H  5.090  0.297  -1.165
H  2.622  3.498  -0.838
H  3.296  4.337  -1.858
H  -2.318  0.352  0.581
H  -2.696  -0.343  -0.707
H  3.134  -1.750  0.877
H  3.935  -1.522  2.104
H  0.840  -3.395  2.308
H  1.077  -2.615  3.582
H  -0.811  -4.018  -4.317
H  0.018  -4.945  -3.434
H  -2.465  -2.019  -0.194
H  -2.287  -2.683  1.042
H  -0.616  1.604  -2.345
H  -0.901  0.185  -2.484
H  2.069  1.221  0.782
H  1.318  1.013  2.048
H  -1.615  0.750  3.498
H  -1.693  2.108  2.891
H  -4.998  -0.149  -0.934
H  -4.260  0.965  -0.225
H  -2.251  4.806  -0.600
H  -1.546  3.566  -0.985
O  0.252  0.261  -0.946
O  5.321  -0.289  -0.416
O  2.430  4.194  -1.483
O  -2.209  -0.452  0.124
O  3.022  -1.364  1.727
O  1.535  -3.033  2.870
O  -0.262  -4.054  -3.523
O  -2.742  -2.844  0.242
O  -0.201  0.748  -2.743
O  1.186  0.943  1.130
O  -2.155  1.592  3.501
O  -4.594  0.067  -0.098
O  -1.765  4.097  -0.195


Run ii
Molecular formula: H26O13
Method: DFT, wB97M-V/def2-TZVPD

LUMO energy in eV: -1.043
HOMO-LUMO gap in eV: 8.03

Cartesian coordinates (Å):
O  -2.635  0.569  -0.801
H  -2.147  1.251  -0.404
H  -3.498  0.661  -0.265
O  0.630  0.426  -2.740
H  1.377  0.991  -2.979
H  0.761  0.557  -1.837
O  3.579  0.406  0.317
H  4.266  0.833  0.478
H  3.024  0.109  1.060
O  -1.188  2.329  0.526
H  -1.184  3.270  0.442
H  -1.912  1.958  0.905
O  1.609  -0.585  2.531
H  1.535  0.271  2.468
H  0.773  -0.926  2.238
O  1.520  2.114  2.336
H  0.876  2.830  2.444
H  2.178  2.472  2.672
O  1.459  2.175  -0.400
H  2.088  1.561  -0.077
H  0.653  2.210  0.043
O  -0.318  -0.396  -0.170
H  -1.244  -0.088  -0.525
H  0.177  0.402  0.285
O  0.914  -2.749  -2.782
H  1.828  -2.489  -3.256
H  1.051  -2.211  -1.835
O  -2.644  -2.853  -0.012
H  -1.710  -2.429  -0.021
H  -2.215  -3.636  0.366
O  1.507  -2.529  -0.271
H  1.175  -3.241  0.454
H  1.100  -1.664  -0.181
O  -3.137  0.421  -3.487
H  -2.868  0.771  -2.608
H  -2.973  -0.519  -3.533
O  -1.074  -0.852  2.780
H  -1.841  -1.450  3.181
H  -1.487  0.038  2.662


Name the least stable of them. run i.